1.
{
  "formula": "C26H85N5O14",
  "method": "ωB97M-V/def2-TZVPD",
  "total_charge": 1,
  "lumo_energy_ev": [-2.7, -8.9],
  "homo_energy_ev": [-10.99, -10.99],
  "multiplicity": 2,
  "relative_energy_ev": 0.000,
  "elements": ["C", "C", "O", "H", "H", "H", "H", "H", "H", "C", "C", "O", "H", "H", "H", "H", "H", "H", "C", "C", "O", "H", "H", "H", "H", "H", "H", "O", "H", "H", "O", "H", "H", "O", "H", "H", "O", "H", "H", "O", "H", "H", "O", "H", "H", "C", "C", "C", "O", "C", "N", "H", "H", "H", "H", "H", "H", "H", "H", "H", "H", "H", "C", "C", "C", "O", "C", "N", "H", "H", "H", "H", "H", "H", "H", "H", "H", "H", "H", "C", "C", "C", "O", "C", "N", "H", "H", "H", "H", "H", "H", "H", "H", "H", "H", "H", "C", "C", "C", "O", "C", "N", "H", "H", "H", "H", "H", "H", "H", "H", "H", "H", "H", "C", "C", "C", "O", "C", "N", "H", "H", "H", "H", "H", "H", "H", "H", "H", "H", "H"],
  "positions_angstrom": [[-1.236, -1.245, 5.368], [-1.238, 0.097, 4.645], [-2.475, 0.764, 5.003], [-0.251, -1.670, 5.560], [-1.875, -1.956, 4.844], [-1.638, -1.038, 6.360], [-1.035, -0.023, 3.580], [-0.434, 0.695, 5.074], [-2.640, 1.497, 4.405], [2.309, -0.473, 4.397], [3.179, -1.010, 3.272], [3.010, -0.352, 2.040], [2.577, 0.556, 4.637], [2.256, -1.134, 5.261], [1.313, -0.470, 3.953], [3.135, -2.099, 3.296], [4.220, -0.792, 3.511], [2.326, -0.796, 1.532], [-0.211, 1.172, 0.527], [-0.021, -0.225, -0.096], [0.561, -1.160, 0.781], [-0.616, 1.979, -0.083], [0.777, 1.460, 0.887], [-0.800, 1.132, 1.444], [0.641, -0.151, -0.958], [-0.994, -0.591, -0.422], [-0.069, -1.640, 1.325], [3.435, 2.440, 1.788], [3.385, 1.486, 1.745], [2.816, 2.682, 2.477], [-4.088, -0.801, -2.155], [-3.627, 0.028, -2.284], [-3.743, -1.141, -1.330], [-1.297, -2.280, 2.138], [-1.697, -2.916, 2.731], [-1.884, -2.255, 1.382], [0.244, 4.104, 1.678], [1.040, 3.832, 2.135], [0.002, 4.934, 2.090], [1.571, -2.812, -1.612], [1.075, -2.234, -1.033], [0.941, -3.481, -1.882], [-2.049, 2.878, 3.018], [-1.401, 2.756, 2.324], [-2.492, 3.695, 2.791], [-3.766, -0.076, 1.439], [-4.852, -1.139, 1.146], [-4.438, -2.545, 0.956], [-3.378, -2.578, 0.036], [-3.186, -3.871, -0.539], [-5.880, -1.050, 2.226], [-3.147, -0.403, 2.275], [-4.214, 0.909, 1.569], [-3.015, -0.020, 0.651], [-5.380, -0.923, 0.217], [-5.265, -3.167, 0.613], [-4.154, -2.978, 1.915], [-2.262, -3.998, -1.104], [-3.984, -4.161, -1.223], [-3.119, -4.575, 0.290], [-6.467, -0.242, 2.075], [-6.519, -1.827, 2.132], [2.388, 6.749, -4.910], [1.777, 5.367, -4.623], [0.760, 5.298, -3.530], [1.348, 5.770, -2.272], [0.486, 5.778, -1.085], [1.207, 5.008, -5.924], [2.621, 6.973, -5.951], [3.344, 6.906, -4.411], [1.682, 7.539, -4.655], [2.670, 4.756, -4.491], [0.422, 4.300, -3.250], [-0.132, 5.880, -3.761], [-0.330, 6.496, -1.000], [1.119, 6.028, -0.234], [0.106, 4.774, -0.894], [0.906, 4.049, -5.826], [0.367, 5.557, -6.040], [-0.669, -0.041, -3.933], [-1.334, 1.255, -4.196], [-1.884, 2.103, -3.050], [-2.819, 1.463, -2.233], [-3.525, 2.357, -1.343], [-0.336, 2.036, -4.990], [0.298, 0.107, -3.453], [-0.638, -0.594, -4.872], [-1.256, -0.599, -3.203], [-2.143, 0.995, -4.878], [-2.294, 3.034, -3.440], [-1.107, 2.435, -2.361], [-4.263, 2.920, -1.913], [-2.865, 3.127, -0.943], [-4.174, 1.895, -0.598], [-0.096, 1.471, -5.792], [-0.653, 2.913, -5.378], [2.797, 2.542, -1.899], [3.940, 1.604, -1.529], [4.399, 0.596, -2.562], [5.446, -0.176, -2.028], [5.578, -1.317, -2.885], [4.949, 2.498, -1.043], [1.977, 1.988, -2.356], [2.963, 3.216, -2.739], [2.311, 3.155, -1.140], [3.516, 1.118, -0.651], [4.646, 0.990, -3.548], [3.487, 0.002, -2.498], [6.379, -1.969, -2.538], [5.820, -1.093, -3.924], [4.680, -1.911, -3.057], [5.323, 3.066, -1.789], [5.774, 1.931, -0.911], [0.484, -5.033, 0.964], [0.158, -6.349, 1.625], [0.631, -6.529, 3.081], [0.304, -7.845, 3.556], [0.888, -8.048, 4.886], [-1.325, -6.475, 1.545], [0.225, -4.957, -0.092], [1.572, -4.980, 0.930], [0.077, -4.172, 1.494], [0.473, -7.182, 0.996], [0.038, -5.856, 3.700], [1.695, -6.296, 3.131], [0.564, -7.316, 5.625], [1.971, -8.136, 4.801], [0.560, -8.998, 5.309], [-1.666, -5.687, 2.077], [-1.596, -7.287, 2.082]],
  "forces_ev_per_angstrom": [[-0.29, 0.40, 0.17], [-0.11, 0.40, 1.28], [0.43, -0.97, -0.47], [0.10, 0.06, -0.47], [-0.03, -0.11, 0.21], [-0.27, -0.21, -0.01], [-0.44, 0.14, -0.22], [0.28, 0.13, -0.16], [0.26, 0.14, -0.25], [-0.72, 0.00, -1.13], [1.72, 0.31, 1.48], [-0.22, -0.21, -0.23], [-0.01, -0.11, 0.28], [0.35, 0.20, 0.07], [-0.34, 0.21, 0.29], [-0.37, -0.14, -0.84], [0.17, -0.14, 0.21], [-0.56, -0.05, -0.24], [0.93, -0.47, 0.86], [-0.95, 0.68, 0.05], [1.36, 0.46, -0.60], [0.02, -0.33, -0.41], [0.18, 0.36, -0.15], [-0.33, -0.37, -0.09], [-0.04, 0.06, -0.13], [-0.14, -0.15, -0.33], [-0.38, -0.06, 0.42], [-0.11, 1.00, -0.26], [-0.05, -0.86, 0.14], [0.07, -0.18, 0.35], [-0.53, -0.53, -0.26], [0.15, 0.22, -0.20], [0.11, -0.42, 0.31], [-0.06, -0.02, 0.39], [0.06, -0.14, 0.34], [-0.73, -0.09, -0.68], [-0.21, 0.13, -0.54], [0.33, -0.19, 0.03], [-0.10, 0.21, 0.34], [0.25, 0.03, -0.35], [-0.07, 0.12, 0.54], [-0.09, -0.22, -0.12], [-0.33, -0.12, 0.21], [0.36, 0.06, -0.17], [-0.19, 0.18, 0.05], [0.29, -1.29, -0.45], [-1.67, 1.86, 0.14], [0.28, -0.76, 0.76], [0.95, 0.00, -0.83], [0.00, -0.66, 0.49], [0.60, -0.47, -0.13], [-0.45, 0.36, 0.59], [0.09, -0.15, 0.31], [-0.24, 0.13, -0.53], [0.34, 0.57, -0.42], [-0.24, 0.11, -0.26], [0.40, -0.22, 0.33], [0.15, 0.78, 0.16], [-0.32, 0.21, 0.17], [-0.11, -0.38, -0.12], [0.13, 0.29, 0.01], [-0.12, -0.29, 0.09], [0.01, 1.25, 0.78], [1.81, 0.76, -2.34], [1.27, 0.82, 1.47], [-1.88, -0.11, -0.01], [1.21, -0.02, 0.75], [-0.65, -0.90, 1.16], [-0.24, -0.84, -0.16], [-0.26, 0.07, 0.48], [0.05, 0.24, 0.38], [-0.50, -0.60, 0.52], [-0.05, -0.80, -0.26], [-0.35, 0.26, 0.22], [-0.17, 0.18, -1.18], [0.40, -0.13, -0.37], [-0.07, -0.27, -0.39], [-0.07, -0.47, -0.55], [-0.25, 0.28, -0.51], [-0.09, -0.69, 1.50], [-0.17, 1.01, -1.26], [0.63, 0.54, 0.40], [-0.79, 0.05, 0.83], [-0.44, 0.73, -1.28], [-0.13, 0.39, 0.54], [0.27, -0.11, -0.38], [0.41, -0.18, 0.24], [-0.17, -0.31, -0.19], [-0.65, 0.32, 0.18], [-0.36, 0.12, -0.44], [0.89, 0.01, -0.07], [0.00, 0.16, -0.52], [0.32, -0.32, 0.47], [0.91, -0.74, 0.06], [0.36, -0.13, -0.05], [-0.72, 0.01, 0.09], [-1.62, -0.43, -2.04], [-0.41, 2.37, 0.70], [-1.54, -0.03, 1.60], [-0.10, -0.77, -1.16], [0.66, -0.49, -0.30], [1.93, 0.01, 0.31], [-0.42, -0.59, 0.16], [0.95, 0.32, -0.09], [0.70, -0.33, 0.69], [0.44, -0.72, 0.04], [-0.16, 0.13, -0.12], [-0.15, -0.77, -1.38], [-0.14, 0.19, 0.34], [0.43, 0.84, -0.10], [-0.48, 0.05, 0.94], [-0.50, 0.56, -0.53], [0.34, -0.34, 0.88], [1.55, -0.04, 0.12], [-2.02, -0.88, -0.29], [-0.56, -0.29, -0.68], [0.96, 0.33, 0.97], [-0.47, -0.58, -0.90], [0.37, 0.11, 0.20], [-0.55, -0.39, 0.15], [0.20, 0.56, 0.22], [0.09, -0.04, 0.06], [0.68, 0.00, 0.17], [0.26, 0.61, 0.15], [0.21, -0.16, 0.35], [0.16, 0.50, -0.29], [0.09, 0.44, 0.07], [-0.29, -0.14, -0.53], [-0.47, 0.23, 0.16], [-0.16, -0.31, 0.06]]
}

---

2.
{
  "formula": "C27H14Cl3I2N5O3Ru",
  "method": "ωB97M-V/def2-TZVPD",
  "total_charge": 1,
  "lumo_energy_ev": [-5.2, -5.3],
  "homo_energy_ev": [-10.03, -10.03],
  "multiplicity": 2,
  "elements": ["Ru", "O", "C", "O", "C", "C", "C", "N", "C", "C", "C", "C", "C", "C", "C", "N", "C", "C", "C", "C", "C", "N", "H", "H", "H", "H", "H", "H", "H", "H", "H", "H", "I", "C", "C", "C", "I", "C", "C", "C", "C", "N", "C", "C", "O", "H", "H", "H", "H", "Cl", "C", "Cl", "Cl", "C", "N"],
  "positions_angstrom": [[-0.467, -0.714, 0.020], [4.948, 1.257, 3.864], [4.564, 0.121, 3.914], [4.797, -0.949, 4.405], [3.210, -0.017, 2.960], [2.775, -1.292, 2.649], [1.602, -1.412, 1.920], [0.950, -0.300, 1.461], [1.294, 0.931, 1.940], [2.466, 1.109, 2.664], [0.239, 1.920, 1.819], [0.260, 3.182, 2.428], [-0.878, 3.959, 2.387], [-2.009, 3.484, 1.732], [-1.943, 2.242, 1.124], [-0.862, 1.481, 1.172], [0.863, -2.645, 1.722], [1.136, -3.844, 2.390], [0.257, -4.900, 2.275], [-0.863, -4.761, 1.458], [-1.060, -3.564, 0.795], [-0.243, -2.523, 0.941], [3.312, -2.149, 3.017], [2.772, 2.079, 3.019], [1.141, 3.528, 2.942], [-0.904, 4.917, 2.878], [-2.917, 4.061, 1.708], [-2.794, 1.847, 0.586], [2.010, -3.931, 3.012], [0.431, -5.810, 2.823], [-1.563, -5.569, 1.338], [-1.910, -3.437, 0.131], [-4.250, -3.037, -2.517], [-3.419, -1.161, -2.938], [-3.833, -0.368, -3.994], [-3.267, 0.880, -4.203], [-3.935, 2.014, -5.845], [-2.245, 1.378, -3.353], [-1.627, 2.638, -3.448], [-0.556, 2.923, -2.623], [-0.122, 1.993, -1.687], [-0.741, 0.829, -1.504], [-1.785, 0.531, -2.314], [-2.392, -0.740, -2.066], [-1.966, -1.457, -1.097], [-4.597, -0.731, -4.665], [-1.994, 3.370, -4.152], [-0.048, 3.871, -2.700], [0.728, 2.210, -1.058], [1.974, -0.291, -4.722], [2.815, -0.431, -3.151], [4.312, -1.390, -3.306], [3.209, 1.198, -2.509], [1.930, -1.051, -2.212], [1.200, -1.481, -1.431]],
  "forces_ev_per_angstrom": [[0.05, 1.48, -1.07], [1.41, 1.98, 0.55], [-2.67, -0.17, -2.06], [1.18, -1.66, 1.32], [1.29, -0.08, 0.96], [-1.10, 0.21, -0.63], [0.53, 1.11, 0.05], [0.48, -0.34, 0.21], [0.66, -0.92, 0.06], [-0.96, -0.49, -0.73], [-0.78, 0.50, -0.29], [0.12, -0.55, -0.32], [-0.38, -0.13, -0.17], [0.42, -0.09, 0.06], [-0.57, 0.32, -0.11], [0.28, -1.37, 0.05], [-0.56, -0.94, -0.16], [0.09, 0.58, -0.32], [-0.41, 0.19, -0.34], [0.52, 0.14, 0.14], [-0.65, -0.43, -0.21], [0.47, 0.04, 1.14], [0.19, -0.01, 0.21], [0.23, 0.04, 0.14], [0.10, -0.04, 0.04], [0.06, 0.17, 0.07], [-0.17, 0.04, -0.08], [-0.03, -0.06, 0.00], [0.11, 0.08, 0.08], [0.05, -0.17, 0.05], [-0.16, -0.07, -0.07], [0.12, 0.15, 0.10], [0.00, 0.30, -0.26], [1.01, -0.36, 1.53], [0.17, 0.91, -0.48], [-0.40, -0.11, -0.22], [0.09, -0.18, 0.29], [-0.08, -0.24, 0.01], [0.47, -0.05, 0.45], [-0.47, 0.19, -0.62], [-0.15, -0.70, 0.35], [0.51, 0.56, 0.33], [-0.51, -0.70, -0.22], [-1.47, 0.88, -2.42], [1.48, -0.46, 1.99], [-0.06, 0.01, -0.03], [0.05, 0.02, -0.13], [0.07, 0.07, 0.02], [0.01, -0.05, 0.14], [0.21, -0.07, 0.52], [1.24, 0.69, -1.20], [-0.61, 0.24, 0.08], [-0.11, -0.45, -0.15], [-1.32, -0.89, 1.51], [-0.04, 0.87, -0.17]]
}

---

3.
{
  "formula": "C27H14CrF5NO6S2",
  "method": "ωB97M-V/def2-TZVPD",
  "total_charge": -2,
  "lumo_energy_ev": [4.7, 4.7],
  "homo_energy_ev": [-0.97, -1.27],
  "multiplicity": 5,
  "relative_energy_ev": 0.194,
  "elements": ["Cr", "C", "C", "C", "C", "C", "C", "C", "C", "C", "C", "C", "C", "C", "C", "C", "N", "H", "H", "H", "H", "H", "H", "H", "H", "H", "H", "O", "S", "O", "O", "C", "C", "C", "C", "C", "C", "S", "O", "O", "O", "H", "H", "H", "H", "F", "C", "C", "C", "F", "C", "F", "C", "F", "C", "F"],
  "positions_angstrom": [[-0.308, -0.834, -0.450], [-0.282, -0.218, 4.122], [0.075, 1.072, 4.057], [0.435, 1.827, 2.814], [0.654, 0.969, 1.637], [-0.652, -1.075, 1.748], [-0.487, -1.216, 3.078], [1.769, 0.780, 0.880], [3.011, 1.473, 1.191], [4.114, 1.271, 0.460], [4.085, 0.364, -0.659], [5.210, 0.126, -1.449], [5.165, -0.730, -2.532], [3.949, -1.357, -2.826], [2.826, -1.139, -2.061], [2.848, -0.276, -0.941], [1.724, -0.090, -0.202], [-0.463, -0.594, 5.129], [0.125, 1.641, 4.981], [1.311, 2.449, 3.006], [-0.598, -2.235, 3.437], [3.031, 2.152, 2.032], [5.040, 1.786, 0.695], [6.133, 0.640, -1.193], [6.044, -0.907, -3.140], [3.880, -2.028, -3.675], [1.895, -1.630, -2.307], [-1.114, 1.830, -1.403], [-2.423, 1.211, -1.315], [-3.344, 1.508, -2.390], [-2.336, -0.238, -1.013], [-3.244, 1.910, 0.131], [-4.586, 1.549, 0.265], [-5.358, 2.050, 1.292], [-4.800, 2.945, 2.204], [-3.475, 3.306, 2.080], [-2.687, 2.780, 1.056], [-0.952, 3.335, 1.092], [-1.076, 4.798, 1.259], [-0.700, 2.768, 2.605], [-0.508, 0.288, 1.255], [-5.010, 0.873, -0.467], [-6.396, 1.752, 1.383], [-5.400, 3.353, 3.009], [-3.020, 4.001, 2.774], [0.422, -4.012, -0.161], [0.017, -3.779, -1.431], [-0.295, -2.495, -1.838], [-0.671, -2.398, -3.164], [-0.963, -1.191, -3.696], [-0.752, -3.475, -4.033], [-1.122, -3.325, -5.322], [-0.440, -4.737, -3.566], [-0.513, -5.805, -4.388], [-0.049, -4.894, -2.251], [0.261, -6.130, -1.800]],
  "forces_ev_per_angstrom": [[-0.13, -0.16, 0.06], [0.00, 0.01, -0.01], [0.01, 0.01, -0.02], [-0.02, -0.04, -0.02], [0.18, 0.04, -0.03], [0.04, -0.16, 0.07], [-0.05, -0.06, -0.01], [-0.13, -0.03, 0.04], [0.05, 0.00, -0.02], [-0.04, -0.01, 0.01], [-0.02, 0.00, 0.00], [0.00, -0.02, -0.01], [0.02, 0.02, 0.02], [-0.04, 0.00, 0.01], [0.03, -0.02, -0.02], [0.03, -0.01, -0.04], [-0.08, 0.14, 0.11], [0.00, 0.00, 0.00], [0.00, 0.00, 0.00], [0.00, 0.00, 0.00], [0.00, 0.01, 0.00], [0.01, 0.01, 0.00], [0.00, 0.01, 0.00], [0.00, 0.00, 0.00], [0.00, 0.00, 0.00], [0.00, 0.00, 0.00], [0.01, 0.01, 0.01], [-0.12, -0.06, 0.04], [0.06, 0.01, 0.01], [-0.01, -0.08, 0.00], [0.11, 0.25, -0.06], [0.03, -0.03, -0.03], [-0.02, 0.00, 0.01], [0.02, 0.02, 0.02], [-0.01, -0.02, -0.02], [-0.01, -0.01, -0.01], [-0.01, -0.02, 0.03], [0.02, 0.05, 0.02], [0.01, -0.02, -0.02], [-0.01, 0.03, -0.02], [0.03, 0.13, -0.11], [0.01, 0.00, 0.00], [0.00, 0.00, 0.00], [0.00, 0.00, 0.00], [0.00, 0.00, 0.00], [0.01, -0.02, 0.00], [-0.04, 0.06, -0.03], [0.05, -0.08, 0.03], [0.01, 0.05, 0.04], [-0.01, -0.01, -0.03], [-0.01, 0.01, 0.00], [0.00, 0.00, -0.01], [0.00, -0.01, -0.01], [0.01, 0.00, 0.01], [0.01, -0.01, 0.01], [0.00, 0.00, -0.01]]
}